Entry 1:
Formula: C19H32IrNO3P2
Source: the OMol25 dataset
Level of theory: ωB97M-V/def2-TZVPD

Last column: Löwdin charge in e.
Positions of all 58 atoms, in Å:
C: 3.53858 -0.98812 -2.37303  -0.0723
C: 2.71918 -0.52341 -1.28718  -0.3632
N: 1.50945 -1.17031 -1.10761  -0.1387
C: 1.21884 -2.33435 -1.68632  -0.3994
C: 2.18460 -2.95851 -2.47073  -0.0430
C: 3.33156 -2.26423 -2.85135  -0.1380
C: 2.96860 0.65261 -0.53362  -0.1996
P: 1.84729 1.18191 0.75101  0.7613
Ir: 0.06849 -0.21263 0.17443  0.8717
P: -1.36161 -1.81875 -0.70258  0.7659
C: -0.07274 -2.99862 -1.28010  -0.2772
C: -1.39620 0.98052 1.18375  -0.3121
C: -1.18862 1.44898 2.48073  -0.1737
C: -2.15755 2.20950 3.16209  -0.1382
C: -3.33049 2.59609 2.51569  -0.0777
C: -3.51024 2.22707 1.17554  -0.1330
C: -2.53834 1.45109 0.51182  -0.1965
O: 2.44422 3.50894 -3.47743  -0.0504
O: -1.33541 4.16881 -2.25087  -0.0674
H: 4.41071 -0.38464 -2.63476  0.0975
H: 1.92914 -3.95022 -2.84034  0.1129
H: 4.02355 -2.73142 -3.54301  0.0902
C: 2.90824 0.85023 2.22827  -0.2275
C: 1.56081 3.03437 0.79692  -0.2142
H: -0.47123 -3.56135 -2.13274  0.0887
H: 0.12013 -3.69394 -0.44360  0.0857
H: 2.92572 2.87666 -2.96157  0.0028
H: 4.00874 1.05633 -0.63690  0.0955
C: -2.55038 -2.54943 0.44542  -0.2174
C: -2.26267 -1.34738 -2.22542  -0.2374
H: -0.25920 1.18034 2.99245  0.0755
H: -1.98027 2.48077 4.20482  0.0830
H: -4.08173 3.18147 3.05781  0.1147
H: -4.40972 2.57951 0.65290  0.0917
H: -2.65602 1.24943 -0.56239  0.0576
H: -0.40258 0.98614 -0.95657  0.0545
H: -1.21276 4.02364 -1.27826  0.0417
H: -0.54017 3.74776 -2.56164  -0.0015
H: 1.98216 2.97445 -4.13932  0.0429
H: -0.53720 0.24040 -1.32799  0.0133
H: 3.73276 1.58741 2.21521  0.0541
H: 2.35754 0.91694 3.18074  0.0534
H: 3.31425 -0.16994 2.10299  0.0351
H: 2.51112 3.60209 0.81456  0.0508
H: 0.94395 3.31640 -0.07470  0.0285
H: 1.00588 3.28571 1.71515  0.0454
H: -2.68275 -2.27228 -2.66236  0.0544
H: -3.09469 -0.66036 -1.98517  0.0494
H: -1.58848 -0.87188 -2.96061  0.0564
H: -2.96413 -3.46196 -0.00796  0.0544
H: -2.03210 -2.76117 1.39037  0.0407
H: -3.33867 -1.80307 0.62584  0.0608
C: 1.65126 -2.26575 1.78891  -0.0859
C: 0.38539 -1.40254 1.90040  -0.5499
O: -0.42097 -1.44826 2.81190  -0.0287
H: 2.24102 -2.05663 2.69997  0.0765
H: 2.27963 -1.97817 0.91624  0.0502
H: 1.35493 -3.32994 1.65826  0.0855

Forces on atoms 1 to 6 (eV/Å):
C 0.646 2.997 2.287
C -0.575 0.275 -1.457
N 0.361 2.656 2.614
C -1.086 -1.093 -0.510
C 0.670 0.277 -1.043
C -1.006 -3.328 -1.030

Total energy: -1810.42858 Ha
Energy above the lowest of the compared OMol25 structures with the same formula, charge and spin: 46.1 kJ/mol
Charge: 0
Strongest force on any atom: 3.8 eV/A
Molar mass: 576.634 g mol⁻¹
2S+1: 5
E_HOMO (spin up / spin down): -3.6192 / -8.0387 eV

Entry 2:
Formula: C29H41F5P2STm
Source: the OMol25 dataset
Level of theory: ωB97M-V/def2-TZVPD

Last column: Löwdin charge in e.
Positions of all 79 atoms, in Å:
Tm: -1.65005 -0.74427 -0.09186  1.3483
C: -2.33201 1.53740 -0.44286  -0.3156
C: -1.79616 1.09190 -1.70606  -0.3070
C: -3.67440 -0.20660 -1.22738  -0.3372
C: -3.51911 0.76261 -0.17562  -0.3163
C: -2.61159 -0.00044 -2.18056  -0.3240
C: -1.97069 2.80149 0.26895  -0.0132
H: -0.91025 3.05132 0.14823  0.0590
H: -2.14620 2.71096 1.34824  0.0870
H: -2.54282 3.67637 -0.08675  0.1122
C: -4.58382 1.16276 0.79153  -0.0071
H: -4.16892 1.75916 1.61402  0.0852
H: -5.07605 0.28666 1.22578  0.0767
H: -5.36763 1.76793 0.30488  0.1133
C: -4.89416 -1.05274 -1.41582  -0.0204
H: -5.79806 -0.43399 -1.29176  0.1014
H: -4.98672 -1.87387 -0.68907  0.0576
H: -4.88502 -1.49764 -2.41622  0.0879
C: -2.52327 -0.62315 -3.53598  -0.0307
H: -3.28717 -0.23794 -4.23479  0.1081
H: -2.63366 -1.71442 -3.49367  0.0858
H: -1.54391 -0.43869 -3.99479  0.0801
C: -0.79281 1.83703 -2.51968  -0.0215
H: -1.13072 1.91504 -3.56460  0.1004
H: 0.19948 1.36257 -2.54537  0.0612
H: -0.64228 2.84985 -2.12048  0.0885
C: 1.98332 1.87200 2.17796  -0.0884
C: 1.73823 2.92566 1.38527  -0.1290
C: 1.91804 2.97188 -0.09965  -0.1932
C: 3.16584 2.30399 -0.73408  -0.2117
C: 3.13160 0.89608 -1.17763  -0.3044
C: 2.02076 -0.02189 -0.97056  -0.4866
C: 1.28455 0.10946 0.39084  -0.2251
C: 2.23088 0.52536 1.55589  -0.2645
H: 2.01497 4.05349 -0.31866  0.1193
H: 4.03783 2.50230 -0.08688  0.1067
H: 1.00943 2.63779 -0.62084  0.0694
H: 3.32545 0.49957 1.15597  -0.0279
H: 1.85493 1.87530 3.25597  0.1004
H: 1.41021 3.87822 1.80213  0.1003
H: 2.16074 -0.23451 2.35246  0.1131
H: 0.45465 0.83623 0.29803  0.0802
H: 1.29081 0.02509 -1.81227  0.0619
H: 0.86490 -0.86633 0.72166  0.0610
H: 3.35924 2.87165 -1.65247  0.1130
H: 3.67990 0.75411 -2.12176  0.0687
P: 4.47821 -0.60185 0.55018  0.8129
C: 5.34772 -0.93816 2.09386  -0.2447
C: 5.69020 0.01693 -0.63659  -0.2517
P: 2.38120 -1.85841 -1.25050  0.9183
C: 3.62971 -2.12994 0.05411  -0.4045
C: 3.29007 -1.93056 -2.80441  -0.1595
C: 1.16650 -3.14442 -1.09553  -0.1860
H: 4.95286 -1.84383 2.57102  0.0439
H: 5.21263 -0.08715 2.77619  0.0513
H: 6.41603 -1.06111 1.89775  0.0377
H: 6.66791 -0.43805 -0.43774  0.0396
H: 5.77295 1.10845 -0.53761  0.0552
H: 5.41836 -0.21672 -1.67261  0.0270
H: 1.71339 -4.09200 -0.95876  0.0863
H: 0.55833 -3.21463 -2.01043  0.0661
H: 0.51858 -3.00187 -0.21429  0.0325
H: 3.13008 -2.53495 0.95701  0.0780
H: 4.39341 -2.85657 -0.29081  0.0714
H: 2.63259 -2.35814 -3.56947  0.0612
H: 4.18173 -2.56557 -2.72553  0.0704
H: 3.60287 -0.93725 -3.14742  0.0545
F: -5.23606 0.11182 5.17794  0.1271
C: -4.66103 -0.54817 4.14262  -0.1101
C: -3.37988 -0.21127 3.71212  -0.1314
F: -2.74918 0.88472 4.21058  0.1169
C: -2.79460 -0.98774 2.72096  -0.1721
F: -1.45157 -0.67883 2.29416  -0.0622
C: -3.46941 -2.04938 2.07696  -0.5646
S: -2.77945 -2.99982 0.77711  0.6206
C: -4.79303 -2.29888 2.50362  -0.2190
F: -5.52081 -3.23944 1.86409  0.0898
C: -5.37296 -1.57550 3.53809  -0.1148
F: -6.61564 -1.88650 3.96362  0.1369

Forces on atoms 1 to 6 (eV/Å):
Tm 1.784 -1.806 1.678
C -1.071 0.112 -1.344
C -1.307 0.067 0.172
C -0.118 1.217 -0.332
C 0.240 0.514 -1.164
C -0.610 1.191 0.598

Total energy: -3794.57772 Ha
Energy above the lowest of the compared OMol25 structures with the same formula, charge and spin: 181.1 kJ/mol
Charge: +1
Strongest force on any atom: 4.2 eV/A
Molar mass: 747.586 g mol⁻¹
2S+1: 3
E_HOMO (spin up / spin down): -7.2940 / -7.5503 eV